1.
ORCA calculation (ωB97M-V with the def2-TZVPD basis set) on a 7-piece molecular cluster, C31H65FN6O10 overall in a non-equilibrium geometry.

## Properties
SMILES = CCOCCCCC[C@]1(C[C@@H](C)F)COC(=O)O1.CN(C)C=O.CN(C)C=O.CN(C)C=O.CN(C)C=O.CN(C)C=O.CN(C)C=O
frontier orbital gap = 0.3488 Ha
multiplicity = 1

Last column: Mulliken charge in e.
Positions of all 113 atoms, in Å:
C -5.09 -0.97 3.06  -0.9094
C -4.82 -0.60 1.50  -0.1651
O -4.58 -1.87 0.80  -0.4188
C -3.26 -1.86 0.18  -0.1591
C -3.20 -0.96 -1.16  -0.5813
C -1.91 -1.37 -2.08  -0.0253
C -0.64 -0.49 -1.66  -0.7015
C -0.12 0.52 -2.79  -0.8247
C 0.79 1.72 -2.27  1.6020
C 0.51 2.90 -3.36  -1.0768
C -0.84 3.72 -3.00  0.6073
C -0.56 4.93 -1.95  -1.0743
F -1.49 4.25 -4.20  -0.3947
C 2.40 1.58 -2.40  -0.9309
O 2.59 0.67 -1.25  0.0036
C 1.77 1.24 -0.21  0.2690
O 1.91 0.99 1.00  -0.6285
O 0.77 2.08 -0.86  -0.3721
H -5.55 -2.01 3.08  0.2412
H -5.81 -0.24 3.55  0.3295
H -4.06 -1.00 3.59  0.1783
H -5.75 -0.07 1.07  0.2889
H -3.95 0.13 1.37  0.2160
H -2.47 -1.53 0.94  0.1989
H -3.02 -2.94 -0.16  0.0478
H -4.15 -1.22 -1.77  0.2554
H -3.14 0.17 -0.95  0.2907
H -2.17 -1.30 -3.18  0.3808
H -1.69 -2.47 -1.77  0.0292
H -0.94 0.11 -0.72  0.3734
H 0.22 -1.18 -1.35  0.1471
H 0.52 -0.11 -3.52  0.1210
H -1.02 0.94 -3.38  0.4021
H 1.41 3.61 -3.48  0.3423
H 0.34 2.45 -4.41  0.3538
H -1.56 2.93 -2.56  0.0852
H -0.18 5.83 -2.55  0.3405
H 0.29 4.63 -1.24  0.2473
H -1.53 5.17 -1.40  0.3106
H 2.84 2.57 -1.99  0.1887
H 2.84 1.26 -3.40  0.3360
C 7.26 3.57 -2.70  -0.9067
N 6.04 4.01 -2.05  0.2155
C 5.78 3.60 -0.69  -0.6617
C 5.13 4.80 -2.69  0.0733
O 4.09 5.20 -2.20  -0.5879
H 7.27 2.47 -2.73  0.2814
H 8.12 3.93 -2.13  0.3329
H 7.32 3.95 -3.72  0.3255
H 4.85 3.04 -0.65  -0.0771
H 5.69 4.48 -0.06  0.3445
H 6.59 2.97 -0.32  0.3608
H 5.42 5.05 -3.72  0.3013
C -4.02 -6.85 -3.82  -0.9670
N -3.08 -5.99 -3.13  0.1410
C -2.88 -6.17 -1.70  -0.7746
C -2.39 -5.01 -3.78  0.0163
O -1.58 -4.26 -3.26  -0.6514
H -5.01 -6.72 -3.37  0.3357
H -3.70 -7.89 -3.71  0.3621
H -4.08 -6.60 -4.88  0.3048
H -3.13 -5.24 -1.19  0.1182
H -1.83 -6.40 -1.52  0.2884
H -3.50 -6.98 -1.33  0.4100
H -2.61 -4.96 -4.85  0.3919
C 2.00 1.98 5.37  -0.8776
N 1.00 0.95 5.16  0.1563
C 0.91 0.32 3.85  -0.9844
C 0.15 0.55 6.14  0.2865
O -0.70 -0.31 6.03  -0.6280
H 1.81 2.80 4.67  0.3145
H 2.99 1.56 5.18  0.3136
H 1.95 2.36 6.39  0.3024
H -0.09 0.48 3.45  0.2963
H 1.08 -0.75 3.96  0.2875
H 1.65 0.74 3.17  0.4654
H 0.31 1.09 7.09  0.1293
C 6.93 -2.66 0.14  -0.9413
N 6.21 -1.52 -0.38  0.2167
C 4.77 -1.58 -0.48  -0.8771
C 6.85 -0.38 -0.77  0.0144
O 6.29 0.61 -1.22  -0.5372
H 6.73 -3.53 -0.49  0.3275
H 6.59 -2.87 1.16  0.3279
H 8.01 -2.48 0.16  0.3056
H 4.48 -1.43 -1.52  0.2456
H 4.34 -0.78 0.12  0.2835
H 4.40 -2.54 -0.13  0.3723
H 7.94 -0.43 -0.66  0.2695
C -2.11 1.13 9.96  -0.9355
N -1.17 1.98 10.65  0.1111
C -0.98 1.80 12.07  -0.9527
C -0.46 2.95 10.00  0.0741
O 0.34 3.70 10.53  -0.6032
H -3.10 1.26 10.39  0.3474
H -1.80 0.09 10.07  0.3335
H -2.16 1.37 8.89  0.3173
H -1.23 2.73 12.59  0.2880
H 0.07 1.57 12.27  0.3035
H -1.61 1.00 12.45  0.3829
H -0.68 3.00 8.92  0.3242
C -5.14 -0.69 -6.12  -0.9203
N -4.48 -1.88 -6.62  0.1367
C -3.44 -1.73 -7.62  -0.9700
C -4.79 -3.12 -6.17  0.1432
O -4.27 -4.16 -6.55  -0.6091
H -5.63 -0.18 -6.96  0.3611
H -4.40 -0.03 -5.67  0.3041
H -5.90 -0.95 -5.38  0.3011
H -3.72 -2.29 -8.51  0.3057
H -2.50 -2.14 -7.23  0.2880
H -3.30 -0.68 -7.88  0.3957
H -5.59 -3.12 -5.42  0.3026



2.
ORCA calculation (ωB97M-V with the def2-TZVPD basis set) on C31H65GaIO34S8 as an isolated structure in a non-equilibrium geometry.

## Properties
net charge = -1
frontier orbital gap = 0.2050 Ha
multiplicity = 1

Last column: Mulliken charge in e.
Positions of all 140 atoms, in Å:
C -5.06 -2.06 5.40  -0.9634
C -5.00 -0.48 5.47  -0.3382
C -3.55 0.06 5.12  -0.7754
Ga -3.44 0.24 3.04  -0.1025
O -4.90 1.35 2.55  -0.6680
C -3.61 -1.70 2.31  -0.6042
C -3.29 -1.82 0.78  -0.4003
C -4.06 -3.09 0.22  -0.5655
I -2.75 -4.81 -0.10  -0.1415
C -1.59 1.04 2.63  -0.5621
C -1.54 2.61 2.60  -0.9733
C -1.73 3.30 1.21  -0.2930
C -1.01 2.62 0.01  0.0317
C -0.84 3.52 -1.27  0.0429
C -1.70 4.82 -1.30  -0.8554
C -3.24 4.57 -1.42  -0.2678
C -3.76 4.67 -2.89  -0.5723
O -5.16 4.90 -2.94  -0.4615
C -5.84 3.71 -3.34  -0.4937
H -5.68 -2.39 4.55  0.1925
H -5.52 -2.47 6.33  0.3160
H -4.04 -2.50 5.32  0.2410
H -5.36 -0.10 6.45  0.3843
H -5.66 -0.13 4.65  0.1913
H -3.33 1.03 5.61  0.3529
H -2.82 -0.74 5.40  0.3130
H -4.99 1.97 3.29  0.2303
H -2.92 -2.35 2.90  0.2735
H -4.64 -2.08 2.51  0.1300
H -2.22 -2.09 0.70  0.3282
H -3.56 -0.93 0.20  0.1963
H -4.85 -3.45 0.91  0.4726
H -4.54 -2.89 -0.76  0.0489
H -1.18 0.54 1.73  0.3693
H -0.94 0.72 3.48  0.3424
H -0.64 3.01 3.11  0.2475
H -2.40 2.96 3.23  0.3243
H -2.81 3.48 1.05  0.2029
H -1.28 4.32 1.31  0.0825
H 0.00 2.29 0.32  0.1923
H -1.57 1.68 -0.22  0.1497
H -0.98 2.92 -2.20  0.2325
H 0.23 3.84 -1.28  -0.2876
H -1.48 5.49 -0.45  0.3479
H -1.40 5.39 -2.22  0.4278
H -3.56 3.62 -0.95  0.1660
H -3.74 5.38 -0.83  0.2342
H -3.44 3.74 -3.42  0.2993
H -3.24 5.54 -3.35  0.3096
H -5.30 2.86 -2.87  0.2436
H -5.89 3.56 -4.44  0.1947
H -6.86 3.71 -2.91  0.3133
C -6.38 1.41 -7.83  -0.3931
C -5.99 -0.05 -7.97  -0.3763
O -5.00 -0.25 -6.96  -0.2043
S -5.32 0.69 -5.69  1.0745
O -6.02 -0.08 -4.73  -0.5602
O -4.16 1.43 -5.38  -0.4593
O -6.38 1.66 -6.42  -0.3025
H -5.64 2.07 -8.29  0.2915
H -7.36 1.62 -8.25  0.2957
H -5.59 -0.28 -8.95  0.3140
H -6.83 -0.70 -7.76  0.3089
C 3.94 2.81 -0.44  0.0155
C 4.97 3.39 0.50  -0.3501
O 4.21 4.05 1.53  -0.3749
S 2.83 3.24 1.75  1.0642
O 3.00 2.37 2.86  -0.4187
O 1.75 4.16 1.64  -0.5173
O 2.88 2.35 0.41  -0.3688
H 3.54 3.57 -1.11  -0.2047
H 4.34 1.99 -1.03  0.4732
H 5.64 4.09 0.01  0.2672
H 5.56 2.60 0.98  0.3939
C 1.23 4.36 -5.28  -0.3654
C 2.48 3.89 -5.98  -0.4049
O 3.53 4.05 -5.02  -0.3624
S 2.92 3.81 -3.54  1.3214
O 3.20 2.47 -3.16  -0.5573
O 3.26 4.92 -2.73  -0.6012
O 1.37 3.90 -3.93  -0.1945
H 1.17 5.45 -5.26  0.2872
H 0.32 3.95 -5.72  0.3496
H 2.70 4.46 -6.88  0.3249
H 2.42 2.83 -6.24  0.2933
C -4.98 -8.70 -1.42  -0.2467
C -5.77 -7.84 -0.46  -0.2415
O -6.87 -8.65 -0.05  -0.3168
S -6.41 -10.19 -0.03  1.0809
O -6.07 -10.54 1.30  -0.5289
O -7.33 -10.95 -0.80  -0.5301
O -5.04 -10.02 -0.87  -0.3323
H -5.44 -8.72 -2.41  0.2962
H -3.95 -8.38 -1.51  0.2782
H -6.12 -6.92 -0.92  0.2568
H -5.18 -7.59 0.43  0.2781
C -3.33 -4.33 -3.78  -0.0194
C -4.37 -3.29 -4.12  -0.3253
O -3.66 -2.27 -4.80  -0.1862
S -2.44 -2.92 -5.63  1.0533
O -2.85 -3.09 -6.98  -0.5568
O -1.25 -2.25 -5.28  -0.5385
O -2.45 -4.36 -4.91  -0.3572
H -2.75 -4.03 -2.91  0.0798
H -3.76 -5.31 -3.61  0.2481
H -4.87 -2.90 -3.24  0.2741
H -5.13 -3.69 -4.81  0.2745
C 7.50 -0.51 3.41  -0.0694
C 7.16 -1.50 2.32  -0.3242
O 7.02 -0.71 1.14  -0.3765
S 8.02 0.55 1.21  1.1439
O 9.19 0.24 0.47  -0.5219
O 7.27 1.74 0.99  -0.5497
O 8.36 0.45 2.79  -0.2939
H 6.60 0.01 3.76  -0.0583
H 8.00 -0.97 4.25  0.3672
H 6.25 -2.05 2.52  0.3805
H 7.98 -2.21 2.15  0.2424
C 13.02 -1.27 3.76  -0.3324
C 12.73 -2.55 3.01  -0.3751
O 11.66 -2.22 2.12  -0.3269
S 11.80 -0.68 1.66  0.9459
O 12.45 -0.64 0.40  -0.5947
O 10.57 -0.03 1.91  -0.2502
O 12.87 -0.23 2.79  -0.3429
H 12.29 -1.11 4.56  0.2680
H 14.02 -1.25 4.18  0.3169
H 12.44 -3.37 3.67  0.3255
H 13.59 -2.86 2.40  0.2983
C 3.95 0.51 5.37  -0.0499
C 4.00 1.34 6.63  -0.3831
O 3.76 0.40 7.69  -0.3326
S 4.38 -1.03 7.28  1.1005
O 5.66 -1.15 7.88  -0.5563
O 3.37 -2.01 7.44  -0.5358
O 4.59 -0.73 5.71  -0.2410
H 2.93 0.30 5.07  0.2765
H 4.48 0.98 4.54  0.0966
H 3.25 2.13 6.64  0.3180
H 4.99 1.78 6.78  0.3360



3.
ORCA calculation (ωB97M-V with the def2-TZVPD basis set) on C31H65InNO21 as an isolated structure in a non-equilibrium geometry.

## Properties
net charge = -1
frontier orbital gap = 0.2540 Ha
multiplicity = 1

Last column: Mulliken charge in e.
Positions of all 119 atoms, in Å:
C -1.53 -6.08 2.33  -0.7177
C -1.90 -5.31 0.99  -0.3038
C -0.93 -4.10 0.62  -0.9645
In -0.20 -2.88 2.37  0.9604
C -1.68 -2.69 4.07  -1.0552
C -2.82 -1.60 3.80  -0.4834
C -3.54 -1.80 2.39  0.0010
C -3.32 -0.52 1.47  -0.2617
O -3.22 -0.92 0.08  -0.5702
O 0.22 -0.92 1.59  -0.5822
N 1.31 -0.38 2.15  0.1982
O 2.25 -1.14 2.07  -0.3626
H -2.34 -6.01 3.11  0.1724
H -1.47 -7.19 2.08  0.2224
H -0.52 -5.81 2.75  0.1540
H -1.80 -6.07 0.15  0.3716
H -2.97 -4.97 0.95  0.1821
H -0.07 -4.47 -0.03  0.3591
H -1.52 -3.39 -0.04  0.1363
H 1.34 -3.60 3.01  -0.3498
H -2.10 -3.68 4.43  0.2027
H -1.09 -2.28 4.95  0.3318
H -3.56 -1.56 4.66  0.3301
H -2.30 -0.60 3.82  0.2232
H -3.21 -2.76 1.90  -0.3711
H -4.65 -1.86 2.60  0.3831
H -2.37 0.02 1.72  0.3346
H -4.20 0.18 1.56  0.1522
H -3.61 -1.79 -0.01  0.3094
C -5.82 1.32 -1.51  -0.8477
C -6.77 0.62 -0.56  -0.0202
O -7.69 1.55 0.05  -0.3706
C -8.67 1.98 -0.74  0.7811
O -8.87 1.67 -1.88  -0.5591
O -9.41 2.86 -0.03  -0.3482
C -10.44 3.49 -0.79  -0.6434
H -5.30 2.13 -1.00  0.0284
H -5.08 0.62 -1.90  0.3264
H -6.35 1.77 -2.35  0.4116
H -6.21 0.17 0.25  0.1057
H -7.32 -0.18 -1.06  0.3217
H -11.08 2.75 -1.27  0.2927
H -10.00 4.15 -1.54  0.2887
H -11.04 4.08 -0.11  0.2244
C -0.43 6.83 -2.10  -1.0823
C -1.63 6.37 -2.91  -0.1851
O -2.36 5.35 -2.22  -0.3418
C -3.12 5.78 -1.20  0.6915
O -3.24 6.92 -0.83  -0.5634
O -3.70 4.71 -0.64  -0.1901
C -4.46 5.02 0.53  -0.6776
H 0.20 5.98 -1.83  0.2889
H 0.16 7.55 -2.68  0.3510
H -0.74 7.31 -1.18  0.3102
H -1.29 5.91 -3.84  0.2858
H -2.29 7.20 -3.18  0.3047
H -5.20 5.80 0.33  0.3255
H -3.79 5.32 1.34  0.3045
H -4.99 4.11 0.83  0.1789
C 3.30 1.87 3.41  -1.0165
C 3.47 2.38 1.99  -0.0938
O 3.51 3.81 1.95  -0.3377
C 4.64 4.38 2.36  0.7212
O 5.63 3.81 2.75  -0.5538
O 4.49 5.71 2.29  -0.2997
C 5.60 6.45 2.81  -0.2398
H 2.42 2.31 3.87  0.2515
H 3.20 0.78 3.41  0.2773
H 4.16 2.13 4.03  0.3779
H 2.62 2.07 1.39  0.2311
H 4.37 1.96 1.51  0.2873
H 6.53 6.14 2.33  0.3027
H 5.66 6.31 3.89  0.3018
H 5.43 7.50 2.59  -0.1650
C 1.90 -9.57 -1.99  -0.9757
C 1.90 -9.10 -0.54  -0.3858
O 0.70 -9.50 0.13  -0.2607
C 0.62 -10.78 0.47  0.7280
O 1.46 -11.62 0.27  -0.5712
O -0.57 -10.99 1.06  -0.3092
C -0.83 -12.35 1.37  -0.6559
H 1.00 -9.22 -2.50  0.2972
H 2.78 -9.19 -2.51  0.3415
H 1.90 -10.66 -2.05  0.3244
H 1.92 -8.01 -0.51  0.3569
H 2.78 -9.45 0.00  0.3051
H -0.02 -12.77 1.98  0.2897
H -0.96 -12.93 0.46  0.2898
H -1.75 -12.39 1.95  0.2202
C 6.70 13.86 3.93  -1.0932
C 7.44 13.00 2.92  -0.1771
O 6.90 11.67 2.87  -0.3509
C 5.73 11.55 2.23  0.7123
O 5.11 12.44 1.70  -0.5564
O 5.35 10.27 2.31  -0.2691
C 4.06 10.02 1.75  -0.6030
H 6.69 13.38 4.91  0.2890
H 7.17 14.84 4.01  0.3511
H 5.66 14.00 3.64  0.3152
H 8.48 12.89 3.23  0.2850
H 7.44 13.45 1.93  0.3080
H 3.99 10.37 0.73  0.2961
H 3.29 10.48 2.37  0.2914
H 3.90 8.94 1.76  0.1643
C 2.14 -5.96 -8.46  -1.0876
C 2.80 -5.84 -7.10  -0.1953
O 2.50 -6.97 -6.27  -0.3347
C 3.15 -8.10 -6.57  0.7444
O 3.96 -8.23 -7.45  -0.5605
O 2.73 -9.05 -5.73  -0.2714
C 3.28 -10.34 -6.01  -0.6857
H 1.07 -6.12 -8.36  0.2891
H 2.31 -5.06 -9.05  0.3548
H 2.54 -6.81 -9.02  0.3103
H 2.40 -4.97 -6.58  0.3004
H 3.88 -5.70 -7.18  0.3052
H 4.37 -10.31 -6.04  0.3331
H 2.88 -10.72 -6.95  0.3093
H 2.97 -11.01 -5.21  0.1927



4.
ORCA calculation (ωB97M-V with the def2-TZVPD basis set) on a 9-piece molecular cluster, C31H67N5O14S3 overall in a non-equilibrium geometry.

## Properties
energy above the lowest of the compared OMol25 structures with the same formula, charge and spin = 137.0 kcal per mole
SMILES = O=S1(=O)CCCC1.O=S1(=O)CCCC1.O=S1(=O)CCCC1.CCOC(=O)OC.CNC(C)=O.CNC(C)=O.CNC(C)=O.CNC(C)=O.CNC(C)=O
frontier orbital gap = 0.3487 Ha
multiplicity = 1

Last column: Mulliken charge in e.
Positions of all 120 atoms, in Å:
O 4.67 2.83 -5.98  -0.6348
S 3.31 3.11 -5.63  1.0542
O 2.57 2.14 -4.84  -0.6194
C 3.31 4.72 -4.79  -0.7223
C 3.08 5.76 -5.91  -0.6245
C 2.00 5.18 -6.85  -0.6253
C 2.28 3.67 -7.09  -0.5812
H 4.15 4.83 -4.11  0.4302
H 2.40 4.69 -4.19  0.3329
H 2.82 6.76 -5.57  0.3606
H 3.99 5.86 -6.50  0.3284
H 2.14 5.73 -7.78  0.2745
H 1.01 5.20 -6.39  0.3334
H 2.78 3.54 -8.05  0.3559
H 1.32 3.16 -7.15  0.3384
O -7.79 -2.96 1.60  -0.6314
S -8.25 -1.66 1.17  1.0747
O -7.89 -0.46 1.86  -0.6288
C -7.93 -1.45 -0.61  -0.6913
C -9.22 -1.86 -1.40  -0.6433
C -10.42 -1.49 -0.55  -0.6584
C -10.06 -1.88 0.92  -0.5971
H -6.95 -1.86 -0.87  0.4268
H -7.94 -0.37 -0.71  0.3182
H -9.28 -1.44 -2.40  0.3726
H -9.25 -2.93 -1.59  0.3110
H -11.37 -1.91 -0.90  0.3484
H -10.53 -0.41 -0.66  0.2916
H -10.46 -2.86 1.19  0.3973
H -10.52 -1.07 1.48  0.3090
O -2.07 -2.86 7.66  -0.6288
S -2.97 -4.00 7.55  1.0524
O -4.40 -3.86 7.98  -0.6307
C -3.00 -4.69 5.88  -0.5819
C -2.43 -6.17 5.91  -0.5447
C -2.56 -6.78 7.23  -0.5003
C -2.27 -5.64 8.29  -0.8670
H -2.47 -3.93 5.31  0.3292
H -4.01 -4.66 5.48  0.3263
H -3.06 -6.84 5.33  0.2487
H -1.40 -6.29 5.57  0.3361
H -1.88 -7.63 7.27  0.3255
H -3.60 -7.03 7.45  0.3151
H -1.24 -5.27 8.32  0.3560
H -2.40 -5.81 9.35  0.4641
C -1.26 0.39 2.51  -1.0140
C -0.74 -0.10 1.14  -0.2880
O 0.43 0.75 0.74  -0.2595
C 1.59 0.10 0.62  0.6975
O 1.86 -1.04 1.04  -0.5968
O 2.50 0.94 0.01  -0.2671
C 3.86 0.43 -0.10  -0.6220
H -1.55 1.42 2.34  0.2784
H -0.63 0.31 3.39  0.3018
H -2.07 -0.28 2.80  0.3388
H -1.43 0.00 0.30  0.2975
H -0.53 -1.17 1.12  0.3343
H 3.90 -0.31 -0.90  0.2659
H 4.26 0.16 0.88  0.3078
H 4.28 1.41 -0.31  0.2220
C 4.52 7.18 5.24  -0.7812
N 4.61 5.79 5.03  -0.2128
C 4.02 4.93 5.82  0.5724
C 4.12 3.38 5.57  -0.8984
O 3.34 5.29 6.80  -0.6370
H 3.47 7.46 5.27  0.2893
H 5.08 7.82 4.56  0.3218
H 4.94 7.34 6.23  0.2545
H 4.70 5.44 4.08  0.2681
H 5.00 2.96 6.05  0.2398
H 4.11 3.15 4.50  0.2980
H 3.17 2.91 5.83  0.2866
C 0.09 10.05 -1.20  -0.7442
N -0.11 8.93 -0.18  -0.2158
C 0.73 7.94 -0.07  0.7267
C 0.43 6.78 0.90  -1.1029
O 1.69 7.89 -0.79  -0.6479
H -0.85 10.60 -1.16  0.3227
H 0.08 9.58 -2.18  0.2615
H 1.04 10.54 -0.97  0.2457
H -0.91 8.87 0.43  0.2029
H 1.23 6.05 1.02  0.3464
H -0.14 6.09 0.27  0.2930
H -0.21 7.05 1.74  0.3120
C 1.41 -6.96 -2.02  -0.8418
N 1.65 -5.65 -2.56  -0.1723
C 0.65 -4.78 -2.93  0.6638
C 1.20 -3.63 -3.75  -0.9089
O -0.60 -4.78 -2.54  -0.6613
H 1.58 -6.86 -0.95  0.2902
H 2.10 -7.73 -2.35  0.3131
H 0.43 -7.40 -2.22  0.3013
H 2.59 -5.27 -2.57  0.2172
H 1.42 -2.93 -2.95  0.1981
H 0.33 -3.16 -4.21  0.2393
H 2.02 -4.01 -4.36  0.3600
C 6.50 -4.53 0.90  -0.7757
N 7.70 -5.28 1.30  -0.1583
C 8.55 -4.80 2.27  0.7050
C 8.36 -3.43 2.94  -1.1039
O 9.31 -5.65 2.76  -0.6370
H 5.60 -5.00 1.29  0.2620
H 6.36 -4.39 -0.17  0.3102
H 6.61 -3.47 1.14  0.2326
H 7.89 -6.21 0.93  0.2272
H 9.23 -3.24 3.57  0.2738
H 7.47 -3.34 3.55  0.2909
H 8.42 -2.72 2.11  0.3742
C -3.05 -2.17 -8.22  -0.8998
N -3.25 -1.61 -6.78  -0.1990
C -3.40 -0.34 -6.51  0.6941
C -3.40 -0.03 -5.01  -0.8755
O -3.54 0.49 -7.38  -0.6612
H -2.50 -1.61 -8.97  0.2903
H -4.09 -2.21 -8.53  0.3286
H -2.93 -3.26 -8.24  0.3394
H -3.28 -2.32 -6.07  0.2244
H -4.46 0.06 -4.75  0.2153
H -2.96 0.94 -4.82  0.2875
H -2.77 -0.80 -4.56  0.2583



no.,calculated total energy (eV)
1,-65330.823
2,-249965.972
3,-82860.593
4,-101849.935